Entry 1:
# C22H19F24NO9P2

C22H19F24NO9P2 as an isolated structure (the ωB97M-V functional and the def2-TZVPD basis, the OMol25 dataset).

Its frontier orbital gap is 8.364 eV.

```
! RIJCOSX wB97M-V def2-TZVPD def2/J DEFGRID3
* xyz 0 1
C -2.75 -5.80 1.03
C -2.15 -4.92 1.64
O -1.74 -3.77 2.32
P -1.98 -2.41 1.34
O -1.70 -2.74 -0.11
O -0.78 -1.27 1.79
C 0.33 -1.56 0.94
C 0.71 -0.74 -0.26
C 1.86 -1.16 -1.10
N 2.72 -2.25 -0.99
C 2.35 -2.95 0.16
C 1.26 -2.72 1.13
O -3.52 -1.75 1.40
P -4.45 -2.70 0.26
O -4.56 -1.87 -1.20
O -6.02 -2.93 0.89
H -3.48 -6.62 0.75
H 0.12 0.20 -0.53
H 2.08 -0.49 -1.99
H 3.01 -3.86 0.37
H 1.11 -3.43 2.00
H -4.46 -2.49 -1.96
H -6.35 -3.77 0.51
C 5.33 0.12 5.23
C 5.25 0.08 3.69
C 3.99 -0.53 3.09
F 3.81 -1.82 3.45
F 4.05 -0.51 1.74
F 6.36 -0.52 3.20
F 5.32 1.38 3.26
O 6.06 -0.94 5.87
C 5.38 -2.14 6.10
C 5.96 -3.31 5.29
F 5.96 -3.05 3.96
F 5.22 -4.43 5.47
F 4.06 -1.96 5.89
F 5.52 -2.41 7.42
H 5.90 1.02 5.48
H 4.35 0.27 5.69
H 3.10 0.03 3.39
H 6.98 -3.52 5.59
C -2.16 -0.23 -3.55
C -2.73 -1.29 -4.52
C -1.71 -1.97 -5.43
F -1.09 -1.10 -6.25
F -2.33 -2.87 -6.24
F -3.74 -0.76 -5.22
F -3.29 -2.27 -3.73
O -2.27 1.14 -3.96
C -1.27 1.64 -4.81
C -1.81 2.02 -6.20
F -2.43 0.97 -6.79
F -0.81 2.40 -7.02
F -0.25 0.76 -4.87
F -0.78 2.75 -4.21
H -2.78 -0.28 -2.65
H -1.15 -0.47 -3.21
H -0.95 -2.51 -4.85
H -2.53 2.84 -6.12
C -2.24 3.46 -0.84
C -1.12 3.13 0.17
C -1.37 3.58 1.61
F -1.51 4.92 1.72
F -0.31 3.24 2.40
F 0.06 3.59 -0.30
F -1.00 1.76 0.19
O -2.06 4.64 -1.64
C -2.44 5.87 -1.07
C -1.25 6.80 -0.85
F -0.30 6.23 -0.07
F -1.64 7.94 -0.22
F -3.15 5.65 0.05
F -3.29 6.44 -1.95
H -2.24 2.65 -1.57
H -3.23 3.43 -0.39
H -2.26 3.11 2.03
H -0.78 7.08 -1.80
*
```

Entry 2:
# C36H68BN10Ti

C36H68BN10Ti as an isolated structure (the ωB97M-V functional and the def2-TZVPD basis, the OMol25 dataset).

Its frontier orbital gap (spin up / spin down) is 7.623 / 8.157 eV.

```
! RIJCOSX wB97M-V def2-TZVPD def2/J DEFGRID3
* xyz 1 3
Ti 0.71 -0.30 0.69
C -4.70 -1.05 1.23
C -3.32 -1.58 1.32
C -2.79 -2.77 1.89
C -1.40 -2.76 1.67
N -1.02 -1.61 1.03
N -2.28 -0.94 0.73
B -2.20 0.59 0.38
N -0.95 1.14 1.16
N 0.29 1.71 0.56
C 0.53 2.88 1.20
C -0.32 3.01 2.34
C -1.14 1.86 2.35
C -2.11 1.54 3.43
C 1.52 3.94 0.78
C 2.54 4.48 1.87
C 0.62 5.19 0.53
C 2.35 3.57 -0.50
N -2.26 0.90 -1.15
N -2.04 2.20 -1.53
C -2.02 2.19 -2.85
C -2.37 0.88 -3.41
C -2.54 0.10 -2.27
C -3.18 -1.25 -2.24
C -1.91 3.51 -3.60
C -3.40 3.97 -3.65
C -1.25 3.18 -4.95
C -0.97 4.40 -2.72
C -0.52 -4.00 1.98
C -0.66 -4.52 3.44
C 0.93 -3.58 1.64
C -1.01 -5.15 1.07
H -5.17 -0.83 2.21
H -5.35 -1.92 0.83
H -4.80 -0.17 0.54
H -3.41 -3.56 2.29
H -3.20 1.14 0.76
H -0.27 3.75 3.10
H -1.71 1.71 4.47
H -2.48 0.51 3.33
H -2.97 2.19 3.35
H 2.08 4.84 2.80
H 3.14 5.34 1.48
H 3.27 3.72 2.11
H 0.24 5.66 1.44
H -0.27 4.95 -0.03
H 1.16 5.99 -0.01
H 3.01 2.74 -0.21
H 2.97 4.42 -0.81
H 1.67 3.24 -1.32
H -2.58 0.55 -4.46
H -3.11 -1.78 -3.23
H -4.31 -1.23 -2.07
H -2.76 -1.93 -1.45
H -3.95 3.22 -4.29
H -3.60 4.97 -4.06
H -3.83 3.98 -2.65
H -1.94 2.62 -5.56
H -0.33 2.66 -4.84
H -1.14 4.14 -5.52
H -1.42 4.51 -1.74
H -0.96 5.39 -3.16
H 0.01 3.96 -2.65
H -0.70 -3.76 4.21
H 0.24 -5.20 3.53
H -1.51 -5.15 3.58
H 1.48 -4.46 1.30
H 1.46 -3.05 2.44
H 0.90 -2.89 0.78
H -2.09 -5.25 0.89
H -0.72 -6.14 1.51
H -0.50 -5.05 0.11
C 2.42 -1.20 -1.40
N 0.96 -0.92 -1.48
C 0.77 0.24 -2.35
C 0.24 -2.13 -1.96
C 0.45 -2.48 -3.51
N 0.37 -3.88 -3.74
C -0.92 -4.64 -3.66
C 1.27 -4.52 -4.67
H 2.91 -0.89 -2.33
H 2.55 -2.29 -1.29
H 2.88 -0.65 -0.60
H 1.14 1.08 -1.74
H 1.39 0.22 -3.28
H -0.28 0.40 -2.63
H -0.85 -2.05 -1.82
H 0.54 -2.95 -1.34
H 1.50 -2.28 -3.77
H -0.16 -1.76 -4.09
H -1.36 -4.74 -4.68
H -1.61 -4.19 -2.97
H -0.67 -5.63 -3.32
H 0.96 -4.25 -5.71
H 1.23 -5.58 -4.56
H 2.34 -4.17 -4.49
C 3.05 1.25 2.31
C 3.83 1.62 3.63
N 4.00 0.45 4.55
C 2.53 0.06 5.04
C 1.56 -0.02 3.80
N 2.25 -0.06 2.42
C 3.32 -1.10 2.59
C 4.37 -0.68 3.66
H 3.68 1.07 1.45
H 2.35 2.05 2.08
H 3.34 2.46 4.14
H 4.83 1.96 3.35
H 2.19 0.81 5.75
H 2.63 -0.90 5.57
H 0.92 0.89 3.79
H 0.94 -0.89 3.92
H 3.80 -1.20 1.61
H 2.85 -2.04 2.85
H 5.27 -0.37 3.22
H 4.57 -1.63 4.24
*
```

Sequential largest force on an atom output: 5.4, 3.4 eV/Å